Entry from OMol25: 3 unconnected molecules or ions with the total composition C4H8O2S2 (ωB97M-V with the def2-TZVPD basis set).

The geometry in ORCA input format:
```
! RIJCOSX wB97M-V def2-TZVPD def2/J DEFGRID3
* xyz 0 1
C -1.4492 0.6660 1.5234
C -1.3789 -0.2997 -1.3257
O -2.4641 0.3114 -1.1317
O -1.1421 -1.4624 -0.9704
C -0.6999 1.6793 1.1197
S 2.2771 1.0987 -1.3761
S 2.5165 0.0302 0.3318
C 1.8817 -1.5536 -0.2858
H -2.0569 0.1767 0.7511
H -1.3976 0.4617 2.6080
H -0.6195 0.3550 -1.8201
H -0.7600 2.6233 1.6830
H 0.0173 1.5787 0.2801
H 0.7931 -1.5338 -0.4249
H 2.2750 -1.7421 -1.3088
H 2.2075 -2.3895 0.3464
*
```

## Properties
Kohn-Sham gap   4.03 eV
Highest occupied orbital energy   -8.6 eV
LUMO   -4.561 eV

Entry from OMol25: a molecular structure, C17H25O16Pd2 (ωB97M-V with the def2-TZVPD basis set).

The geometry in ORCA input format:
```
! RIJCOSX wB97M-V def2-TZVPD def2/J DEFGRID3
* xyz 3 5
Pd -2.8964 0.1373 -3.4086
Pd -2.2683 3.5840 -1.3981
C -0.0151 0.8188 -0.8746
C -1.5230 0.6150 -0.8459
O -2.2982 1.4164 -1.6803
H 0.3456 0.7672 -1.9051
H 0.4842 0.0377 -0.3024
H 0.1964 1.7886 -0.4143
H -1.9045 0.6783 0.1864
H -1.6798 -0.4699 -0.9716
C 0.0025 0.3589 3.6840
C -1.2397 -0.3104 4.2506
O -1.2632 -0.0496 5.6035
C -0.1619 0.7646 5.9192
O 0.0566 1.1831 7.0081
O 0.4860 1.0932 4.8153
H -0.3302 1.1054 2.9573
H 0.8091 -0.2552 3.2918
H -1.2207 -1.4254 4.1062
H -2.1413 -0.0140 3.6970
C 1.2292 -2.8121 1.3502
C 0.2491 -3.4516 0.3659
O -0.7952 -3.9043 1.2100
C -0.7473 -3.2635 2.3628
O -1.6333 -3.2417 3.1699
O 0.4343 -2.6035 2.5152
H 1.7087 -1.9786 0.8287
H 2.0649 -3.4354 1.6792
H 0.6423 -4.2668 -0.2399
H -0.1307 -2.7263 -0.3613
C -3.9200 -4.1999 0.6205
C -3.7986 -2.8360 1.2824
O -4.0291 -1.9913 0.1650
C -3.5424 -2.6064 -0.9161
O -3.3754 -2.0844 -1.9825
O -3.3574 -3.9046 -0.6681
H -4.9520 -4.5247 0.4656
H -3.4273 -5.0204 1.1355
H -2.7767 -2.6630 1.6331
H -4.5330 -2.6757 2.0668
C 3.2336 2.0464 0.8370
C 2.9055 3.3169 0.0063
O 2.0820 4.0776 0.8990
C 1.5816 3.2613 1.8406
O 0.7671 3.6101 2.6295
O 2.1349 2.0275 1.7525
H 4.1912 2.0801 1.3500
H 3.1212 1.1631 0.2093
H 2.3042 3.0946 -0.8759
H 3.8057 3.8942 -0.1870
C 2.1086 1.5946 -5.4416
C 1.8779 3.0685 -5.7434
O 3.1383 3.5144 -6.1920
C 3.8208 2.4618 -6.5849
O 4.8378 2.5631 -7.3013
O 3.2448 1.3331 -6.2781
H 1.2369 0.9649 -5.6061
H 2.3127 1.4222 -4.3814
H 1.4952 3.6360 -4.8919
H 1.0517 3.2359 -6.4419
*
```

## Properties
Kohn-Sham gap (spin up / spin down)   8.67 / 3.63 eV
Highest occupied orbital energy (spin up / spin down)   -17.4 / -17.3 eV
LUMO (spin up / spin down)   -8.740 / -13.694 eV

Entry from OMol25: 2 unconnected molecules or ions with the total composition C5H12BrN2 (ωB97M-V with the def2-TZVPD basis set).

The geometry in ORCA input format:
```
! RIJCOSX wB97M-V def2-TZVPD def2/J DEFGRID3
* xyz 1 1
C -1.0474 2.4336 -0.3720
C -0.1571 3.5932 -0.2980
C -1.0622 -2.8538 0.2220
C -0.4613 -1.7012 -0.4841
C -1.3196 0.1437 0.5844
N -0.8332 1.3848 0.4107
N 0.8485 -1.5914 -0.6120
Br -3.1252 -0.1716 0.0330
H -1.7363 2.2602 -1.1979
H 0.6775 3.1775 -0.8563
H 0.0178 3.7560 0.7788
H -0.7531 4.3739 -0.7090
H -2.1072 -2.7036 0.5107
H -0.4841 -3.1564 1.0402
H -1.2783 -3.6081 -0.5744
H -1.0357 -1.4353 -1.3116
H -1.3516 0.0007 1.6412
H 1.3360 -1.2755 -1.3878
H 1.3670 -2.2894 -0.1123
H 0.0574 1.5510 1.0061
*
```

## Properties
Kohn-Sham gap   7.59 eV
Highest occupied orbital energy   -11.8 eV
LUMO   -4.226 eV

Entry from OMol25: a molecular structure, H2OSn (ωB97M-V with the def2-TZVPD basis set).

The geometry in ORCA input format:
```
! RIJCOSX wB97M-V def2-TZVPD def2/J DEFGRID3
* xyz 2 1
Sn -1.2092 1.3038 -1.4737
O 0.3696 -0.1029 0.2845
H 0.3977 -1.0117 -0.0667
H 0.4419 -0.1892 1.2559
*
```

## Properties
Kohn-Sham gap   8.97 eV
Highest occupied orbital energy   -22.6 eV
LUMO   -13.589 eV

Entry from OMol25: 6 unconnected molecules or ions with the total composition C30H62ClIO20S5Si (ωB97M-V with the def2-TZVPD basis set).

The geometry in ORCA input format:
```
! RIJCOSX wB97M-V def2-TZVPD def2/J DEFGRID3
* xyz 0 1
C -1.2701 -2.1195 7.7614
C -2.1664 -2.1661 6.5130
C -1.4630 -1.7252 5.2102
C -1.5265 -2.7818 4.1040
C -0.7255 -2.3811 2.8507
C -1.4113 -2.7069 1.5067
C -0.6985 -3.8005 0.7015
C 0.7215 -3.3824 0.2569
C 0.9273 -3.3247 -1.2803
Si 1.3509 -1.6487 -1.9779
I 1.0133 -1.8186 -4.4333
C 0.2448 -0.3103 -1.2672
C -1.0609 -0.0311 -2.0454
C -1.2014 1.4364 -2.4819
C -1.7186 1.5771 -3.9176
C -2.2813 2.9617 -4.2613
C -1.2202 3.9169 -4.8180
C -0.3399 4.5529 -3.7190
C 0.0431 6.0263 -3.9787
C 3.1666 -1.1267 -1.7371
Cl 3.6288 -1.5945 -0.0608
C 4.1215 -1.6614 -2.7978
C 5.6210 -1.4516 -2.5622
H -1.7948 -1.7052 8.6254
H -0.9295 -3.1149 8.0585
H -0.3910 -1.4937 7.5942
H -2.5616 -3.1751 6.3814
H -3.0121 -1.4929 6.6767
H -1.9341 -0.8097 4.8342
H -0.4072 -1.5065 5.4056
H -2.5679 -3.0023 3.8440
H -1.1078 -3.7053 4.5209
H 0.2587 -2.8577 2.8811
H -0.5451 -1.3008 2.9022
H -1.4395 -1.8073 0.8804
H -2.4537 -2.9939 1.6795
H -0.6455 -4.7141 1.3038
H -1.3044 -4.0435 -0.1776
H 1.4526 -4.0882 0.6580
H 0.9828 -2.4262 0.7167
H 1.6450 -4.0817 -1.6104
H -0.0144 -3.5981 -1.7751
H 0.0109 -0.5881 -0.2346
H 0.8477 0.6009 -1.1951
H -1.9182 -0.2931 -1.4172
H -1.1302 -0.6594 -2.9375
H -1.8527 1.9763 -1.7915
H -0.2170 1.9144 -2.4433
H -2.4794 0.8088 -4.0955
H -0.8641 1.3670 -4.5742
H -3.0924 2.8304 -4.9853
H -2.6891 3.4139 -3.3499
H -1.7207 4.7180 -5.3738
H -0.5660 3.3646 -5.5041
H -0.8564 4.4710 -2.7582
H 0.5756 3.9631 -3.6184
H 1.1206 6.1387 -4.1038
H -0.4447 6.4040 -4.8805
H -0.2588 6.6541 -3.1397
H 3.1683 -0.0329 -1.7690
H 3.8987 -2.7054 -3.0410
H 3.8675 -1.0932 -3.6961
H 5.9063 -1.4247 -1.5099
H 5.9035 -0.5095 -3.0316
H 6.1930 -2.2544 -3.0304
O 6.2254 1.9360 -4.1405
S 4.8791 1.7161 -4.5318
O 3.8227 1.7994 -3.5871
O 4.7980 0.3227 -5.3078
C 4.2224 0.5013 -6.6142
C 4.6412 1.9066 -7.0005
O 4.5172 2.6472 -5.7759
H 3.1381 0.4027 -6.5415
H 4.6218 -0.2596 -7.2789
H 3.9914 2.3543 -7.7470
H 5.6796 1.9450 -7.3342
O 0.6090 0.9569 10.2168
S 0.8150 1.0091 8.8148
O -0.2748 0.9977 7.9073
O 1.8723 -0.1183 8.4175
C 2.9954 0.4562 7.7330
C 3.1004 1.8530 8.3154
O 1.7330 2.2685 8.4484
H 2.7851 0.4760 6.6625
H 3.8726 -0.1546 7.9282
H 3.6157 2.5501 7.6608
H 3.5686 1.8490 9.3012
O -1.9309 -5.9775 5.8297
S -3.1465 -5.9609 6.5614
O -3.2041 -5.4287 7.8738
O -3.7581 -7.4386 6.5425
C -5.0871 -7.4323 6.0040
C -5.0755 -6.2763 5.0223
O -4.2978 -5.2739 5.6903
H -5.7978 -7.2686 6.8156
H -5.2773 -8.3914 5.5299
H -6.0652 -5.8752 4.8226
H -4.5836 -6.5433 4.0851
O -1.7124 5.0315 0.1847
S -1.3595 3.9390 1.0201
O -0.8030 2.7577 0.4678
O -2.6217 3.5758 1.9281
C -2.2757 3.6237 3.3219
C -1.1881 4.6788 3.3864
O -0.4113 4.4355 2.2034
H -1.9113 2.6429 3.6312
H -3.1611 3.8884 3.8933
H -0.5430 4.5741 4.2552
H -1.5969 5.6895 3.3421
O 1.4200 1.5205 -8.2400
S 0.4384 1.7980 -9.2286
O 0.7018 1.5541 -10.6005
O -0.0584 3.3021 -9.0233
C -1.4822 3.3479 -8.8415
C -1.8049 2.0220 -8.1828
O -0.9401 1.0882 -8.8499
H -1.9605 3.4459 -9.8174
H -1.7301 4.2018 -8.2163
H -2.8371 1.7136 -8.3225
H -1.5562 2.0326 -7.1197
*
```

## Properties
Kohn-Sham gap   9.37 eV
SMILES   CCCCCCCCC[Si@@](I)(CCCCCCCC)[C@@H](Cl)CC.O=S1(=O)OCCO1.O=S1(=O)OCCO1.O=S1(=O)OCCO1.O=S1(=O)OCCO1.O=S1(=O)OCCO1
Highest occupied orbital energy   -9.1 eV
LUMO   0.254 eV